# C71H116F12N16O28S12

C71H116F12N16O28S12 as an isolated structure (ωB97M-V with the def2-TZVPD basis set, the OMol25 dataset).

Last column: Mulliken charge in e.
Element x y z (Å)
C1 4.4153 2.1275 10.9923  -1.340
C2 3.9040 1.4602 9.7469  1.219
C3 2.5256 0.9028 9.8027  -1.165
C4 1.3916 1.8973 10.0614  -0.964
C5 1.3551 2.8107 8.8391  -1.234
C6 2.6479 3.5903 8.5498  1.007
N1 3.8011 2.5108 8.6631  1.079
O1 4.7222 2.5541 7.9219  -0.381
C7 3.0132 4.7265 9.5324  -1.325
C8 2.4958 4.0448 7.0800  -1.526
C9 4.8081 0.3705 9.2395  -1.403
H1 4.5287 1.2865 11.7422  0.379
H2 3.6501 2.8899 11.2787  0.264
H3 5.3826 2.6279 10.9316  0.343
H4 2.5858 0.0423 10.5362  0.556
H5 2.2400 0.5244 8.8770  0.327
H6 1.2776 2.3786 11.0250  0.425
H7 0.4963 1.3656 9.9832  0.504
H8 0.5784 3.5989 8.9906  0.429
H9 1.0037 2.2042 8.0242  0.491
H10 2.2538 5.4572 9.2364  0.465
H11 4.0470 5.0160 9.3767  0.343
H12 2.7592 4.3581 10.6350  0.321
H13 1.6353 4.6950 7.0645  0.469
H14 2.2690 3.1945 6.4189  0.261
H15 3.4084 4.5742 6.7854  0.434
H16 5.8160 0.7071 9.2138  0.447
H17 4.4305 0.0519 8.2552  0.196
H18 4.6652 -0.4223 10.0215  0.450
C10 10.2300 0.6942 1.7414  -1.457
C11 9.4227 0.5962 0.4300  1.280
C12 8.5955 -0.6676 0.4079  -1.432
C13 7.3337 -0.5663 -0.4373  -0.916
C14 6.4484 0.5840 -0.0005  -1.215
C15 7.0882 1.8686 -0.2338  0.903
N2 8.5775 1.8507 0.2954  0.983
O2 9.0610 2.8710 0.5166  -0.364
C16 6.3886 3.1510 0.3234  -1.724
C17 7.2766 2.2652 -1.7764  -1.425
C18 10.3719 0.6463 -0.8364  -1.520
H19 11.2553 0.2919 1.5252  0.353
H20 9.7452 0.0001 2.4268  0.382
H21 10.2902 1.6688 2.1774  0.398
H22 8.2453 -0.8438 1.3911  0.612
H23 9.3007 -1.4349 0.1722  0.494
H24 6.8610 -1.5610 -0.3697  0.421
H25 7.4707 -0.4554 -1.4857  0.495
H26 6.0738 0.4350 0.9913  0.070
H27 5.5803 0.5781 -0.5369  0.864
H28 5.3676 3.1312 -0.0556  0.419
H29 6.9136 4.0383 -0.0173  0.481
H30 6.3305 3.2408 1.4012  0.426
H31 7.5757 1.3663 -2.3632  0.297
H32 7.8472 3.1406 -2.0261  0.438
H33 6.2474 2.4721 -2.1252  0.467
H34 11.1561 -0.1566 -0.7561  0.463
H35 10.9436 1.6350 -0.8667  0.410
H36 9.8454 0.4067 -1.7741  0.326
C19 3.2958 -5.3372 7.7012  -1.598
C20 3.1947 -4.9925 6.1928  1.187
C21 3.3494 -6.1848 5.2241  -1.311
C22 2.4883 -5.9838 4.0214  0.322
C23 1.0221 -6.0267 4.2548  -0.664
C24 0.4487 -4.8748 5.1209  0.956
N3 1.7491 -4.4141 6.0903  1.164
O3 1.5573 -3.4077 6.7452  -0.389
C25 -0.5052 -5.3837 6.1472  -1.703
C26 0.1017 -3.6314 4.2663  -0.062
C27 4.1483 -3.8700 5.7760  -1.651
H37 3.1890 -4.4273 8.3280  0.404
H38 4.3331 -5.6480 7.9173  0.430
H39 2.6475 -6.1934 7.9563  0.372
H40 3.0570 -7.1146 5.8156  0.305
H41 4.3570 -6.2209 4.8468  0.442
H42 2.7647 -6.6802 3.2399  0.514
H43 2.8108 -4.9631 3.6022  -0.628
H44 0.8543 -6.9884 4.7090  0.385
H45 0.5311 -5.9937 3.2000  0.316
H46 -1.3712 -5.8027 5.5920  0.345
H47 -0.9196 -4.6015 6.7205  0.490
H48 -0.0511 -6.1182 6.7806  0.448
H49 -0.1838 -2.9214 5.0618  0.726
H50 -0.6081 -3.9375 3.4988  -0.274
H51 1.0037 -3.1940 3.8235  -0.335
H52 4.3872 -3.8093 4.7306  0.434
H53 5.0729 -3.9902 6.3623  0.470
H54 3.8177 -2.8928 6.0990  0.185
C28 -1.3969 0.9136 -1.9956  -1.440
C29 -1.5926 -0.4514 -1.3988  1.573
N4 -0.4102 -1.1785 -0.7666  0.942
C30 0.7166 -1.2554 -1.9092  -1.474
C31 0.2637 -0.4150 0.3626  -1.151
C32 -0.2669 -0.3792 1.8203  0.458
C33 -0.8337 -2.5831 -0.3402  0.000
C34 0.2387 -3.3021 0.4362  -0.193
O4 1.3939 -3.7262 -0.2443  -0.414
C35 2.3381 -4.3276 0.5685  -0.493
H55 -1.0628 1.6691 -1.2676  -0.024
H56 -2.3190 1.3936 -2.3040  -0.197
H57 -0.8290 0.8581 -2.9110  0.581
H58 -2.1212 -1.1313 -2.1379  0.015
H59 -2.2603 -0.4537 -0.5056  -0.524
H60 1.1177 -0.2382 -2.0030  0.562
H61 0.2332 -1.5930 -2.8419  0.179
H62 1.4445 -2.0072 -1.6256  0.688
H63 0.3423 0.6178 0.0436  0.649
H64 1.2601 -0.7805 0.3556  0.902
H65 0.5760 0.0031 2.4459  0.199
H66 -0.5220 -1.3414 2.2321  -0.384
H67 -1.1901 0.2830 2.0335  -0.853
H68 -0.9777 -3.2098 -1.2399  0.418
H69 -1.7486 -2.5060 0.1811  0.382
H70 -0.3503 -4.0896 0.8425  0.752
H71 0.5266 -2.6914 1.3130  -0.792
H72 3.3217 -3.9428 0.2980  0.315
H73 2.4345 -5.3676 0.2960  0.389
H74 2.2966 -4.1233 1.6288  -0.103
C36 -3.8413 12.3102 -5.9169  -0.820
N5 -4.1084 10.8173 -5.7351  0.040
C37 -5.3848 10.4675 -5.6225  -0.294
C38 -5.6776 9.1525 -5.2795  -0.649
C39 -4.5815 8.2718 -5.0630  0.686
C40 -3.3020 8.6478 -5.2790  -0.370
C41 -3.0801 9.9442 -5.6169  -0.538
C42 -4.8738 6.8808 -4.6190  1.031
C43 -4.1143 6.2901 -3.6080  -0.714
C44 -4.3406 4.9630 -3.2294  -0.562
N6 -5.3569 4.2929 -3.7555  0.449
C45 -6.0743 4.8239 -4.7802  -0.065
C46 -5.9466 6.1270 -5.1520  -1.121
C47 -5.8430 3.0109 -3.2634  -0.741
H75 -3.7952 12.8066 -4.9157  0.362
H76 -4.6677 12.7011 -6.4610  0.309
H77 -2.8692 12.5337 -6.3487  0.331
H78 -6.0766 11.2070 -5.9729  0.370
H79 -6.7876 8.9444 -5.1862  0.406
H80 -2.4072 8.0434 -5.2587  0.421
H81 -2.0626 10.4410 -5.6741  0.345
H82 -3.2989 6.8062 -3.1090  0.517
H83 -3.8433 4.5317 -2.3782  0.741
H84 -6.7791 4.2209 -5.3551  0.455
H85 -6.4862 6.4662 -5.9671  0.604
H86 -6.4453 2.5856 -4.0351  0.406
H87 -6.4276 3.1608 -2.3772  0.306
H88 -4.9505 2.4072 -3.1186  -0.075
C48 -3.8380 0.4616 4.3221  -0.857
N7 -4.6349 -0.2863 3.2433  0.497
C49 -5.7437 -0.8982 3.6285  -0.711
C50 -6.4206 -1.7262 2.7368  -0.462
C51 -5.9279 -1.8479 1.4016  0.163
C52 -4.7717 -1.1464 1.0233  0.292
C53 -4.1270 -0.3865 1.9769  0.675
C54 -6.6265 -2.7471 0.5048  0.624
C55 -7.9778 -2.4998 0.2272  -0.631
C56 -8.6905 -3.4820 -0.4811  -0.569
N8 -8.1041 -4.5265 -0.9912  0.234
C57 -6.7520 -4.6863 -0.8592  -0.125
C58 -6.0051 -3.8040 -0.1396  -0.697
C59 -8.8992 -5.5038 -1.8056  -0.929
H89 -4.4001 0.6060 5.2047  0.489
H90 -3.3647 1.3483 3.9512  0.203
H91 -2.9477 -0.1813 4.5849  0.238
H92 -6.2227 -0.5767 4.5934  0.417
H93 -7.3556 -2.0930 3.1218  0.644
H94 -4.4398 -1.0860 -0.0092  0.144
H95 -3.2671 0.1820 1.6888  -0.631
H96 -8.5531 -1.6635 0.5838  0.620
H97 -9.6869 -3.3465 -0.7450  0.575
H98 -6.2467 -5.6145 -1.2686  0.388
H99 -4.9757 -3.9589 -0.0099  0.583
H100 -9.9015 -5.7291 -1.4551  0.357
H101 -8.2985 -6.4263 -1.9546  0.305
H102 -8.9693 -5.0774 -2.8045  0.418
C60 2.5207 -4.3378 -12.0101  -0.984
N9 1.7110 -3.4744 -11.1738  0.083
C61 2.2004 -2.9875 -9.9762  -0.374
C62 1.4545 -2.3104 -9.0884  -0.607
C63 0.1417 -2.0152 -9.4728  -0.257
C64 -0.3872 -2.4622 -10.6821  -0.547
C65 0.3966 -3.1917 -11.5244  -0.500
C66 -0.6692 -1.2779 -8.4753  1.297
C67 -0.8243 0.0785 -8.5412  -0.349
C68 -1.6344 0.7709 -7.6834  -0.309
N10 -2.3657 0.1144 -6.8015  0.295
C69 -2.1569 -1.1626 -6.5911  -0.859
C70 -1.2702 -1.9307 -7.4142  -0.575
C71 -3.4261 0.9143 -5.9900  -0.940
H103 3.1684 -3.8091 -12.6882  0.316
H104 1.8979 -5.0113 -12.4982  0.397
H105 3.1769 -4.9575 -11.3337  0.381
H106 3.2389 -3.1358 -9.8499  0.673
H107 1.8242 -1.9096 -8.1425  0.436
H108 -1.4099 -2.3020 -10.9373  0.570
H109 0.1340 -3.6064 -12.4332  0.530
H110 -0.3093 0.6494 -9.2998  0.621
H111 -1.7479 1.9178 -7.7561  0.127
H112 -2.7787 -1.6735 -5.8609  1.273
H113 -1.1199 -3.0325 -7.3168  0.474
H114 -3.7697 1.7246 -6.6017  0.384
H115 -2.9081 1.2871 -5.0661  0.033
H116 -4.2256 0.2354 -5.7896  0.603
N11 -3.2626 2.9652 1.8315  -0.371
S1 -4.0062 2.4865 0.5207  0.824
O5 -3.5449 1.3292 -0.1108  -0.283
O6 -4.4079 3.5640 -0.3512  -0.598
F1 -5.4539 1.9510 1.0339  -0.370
S2 -1.7361 3.3380 1.7372  1.000
O7 -1.1991 3.1506 0.4479  -0.523
O8 -1.0752 2.8398 2.8746  -0.605
F2 -1.8359 4.8943 1.9462  -0.255
N12 -5.2209 -1.6148 -2.4186  -0.032
S3 -4.5519 -2.6838 -3.3092  0.324
O9 -3.8374 -3.6179 -2.5413  -0.530
O10 -3.8144 -2.1542 -4.3828  -0.229
F3 -5.7623 -3.5362 -3.9001  -0.344
S4 -6.2752 -0.6326 -2.9862  1.240
O11 -6.3249 -0.5704 -4.3993  -0.685
O12 -6.2732 0.5670 -2.2086  -0.583
F4 -7.7007 -1.4210 -2.6091  -0.346
N13 -2.8943 -5.1965 3.1377  -0.403
S5 -3.8484 -4.1714 3.9552  1.105
O13 -5.1363 -3.9797 3.3296  -0.558
O14 -3.1698 -3.0273 4.5307  -0.570
F5 -4.1460 -5.0222 5.2562  -0.296
S6 -3.1432 -5.1488 1.4946  0.902
O15 -2.6437 -3.9629 1.0151  -0.440
O16 -4.3380 -5.6816 0.9248  -0.647
F6 -2.0385 -6.2432 1.0901  -0.308
N14 4.1372 -0.3217 4.3475  -0.494
S7 2.8768 0.1053 5.1892  0.688
O17 3.2856 0.4633 6.5166  -0.432
O18 1.7911 -0.8259 5.2062  -0.366
F7 2.4076 1.4272 4.4490  -0.234
S8 3.9916 -1.0594 3.0019  1.296
O19 2.9325 -2.0212 2.9998  -0.753
O20 5.2995 -1.4308 2.5464  -0.573
F8 3.4671 0.1345 1.9299  -0.306
N15 2.9093 -1.5636 -6.4071  -0.476
S9 4.4428 -2.0986 -6.1567  0.989
O21 4.6650 -3.4625 -6.2981  -0.594
O22 4.9977 -1.2577 -5.1181  -0.515
F9 4.9555 -1.5154 -7.4965  -0.238
S10 1.8115 -1.6641 -5.2728  1.031
O23 0.7216 -0.7636 -5.3736  -0.374
O24 2.3483 -1.9764 -3.9655  -0.495
F10 1.2136 -3.0969 -5.7182  -0.329
N16 -1.0248 5.2352 -5.7849  -0.625
S11 -1.9236 5.3349 -7.1295  1.023
O25 -1.9971 4.1844 -7.9110  -0.537
O26 -1.6821 6.5511 -7.8683  -0.669
F11 -3.4888 5.5458 -6.6581  -0.187
S12 -1.0938 3.8446 -5.0713  1.096
O27 -0.4630 2.9143 -5.8999  -0.496
O28 -2.2648 3.5891 -4.3444  -0.072
F12 -0.0838 4.2109 -3.9701  -0.299

total charge = +4
calculated total energy = -11732.9008 a.u.
frontier orbital gap = 6.8 eV
multiplicity = 1